Computed, not measured: a structure of composition C33H38GeN5Re, with the ωB97M-V functional and the def2-TZVPD basis.

LUMO in eV: -5.8
Net charge: +2
Molar mass in g mol⁻¹: 763.5

CARTESIAN COORDINATES (ANGSTROEM)
Re: -0.07 0.94 -1.80
C: 4.45 -0.33 -0.73
N: 4.06 1.06 -0.46
C: 5.04 1.97 0.13
C: 2.81 1.43 -0.71
N: 1.89 0.62 -1.18
N: 2.50 2.75 -0.44
C: 1.28 3.38 -0.47
N: 1.29 4.65 -0.05
N: 0.19 2.78 -0.89
H: 5.52 -0.43 -0.56
H: 4.25 -0.60 -1.77
H: 3.93 -1.02 -0.05
H: 5.96 1.42 0.31
H: 4.70 2.34 1.10
H: 5.28 2.80 -0.54
H: 2.22 -0.33 -1.23
H: 3.27 3.32 -0.11
H: 2.11 5.08 0.34
H: 0.43 5.17 0.01
H: -0.62 3.37 -0.78
C: -4.00 0.52 -2.63
C: -2.68 -0.19 -2.36
C: -2.89 -1.69 -2.35
C: -2.03 0.37 -1.07
C: -1.54 0.26 -3.26
C: -0.44 -0.58 -3.56
C: 0.74 -0.05 -4.08
C: 0.85 1.31 -4.43
C: -0.24 2.13 -4.23
C: -1.39 1.65 -3.57
H: -4.74 0.17 -1.92
H: -4.36 0.30 -3.64
H: -3.94 1.60 -2.51
H: -3.71 -1.94 -1.68
H: -2.01 -2.24 -2.01
H: -3.15 -2.05 -3.35
H: -2.67 0.97 -0.43
H: -0.49 -1.64 -3.33
H: 1.58 -0.71 -4.23
H: 1.76 1.69 -4.87
H: -0.19 3.18 -4.50
H: -2.20 2.33 -3.37
C: -0.81 -0.15 -0.51
Ge: -0.66 -0.96 1.31
C: -2.43 -0.75 2.04
C: -3.46 -1.66 1.77
C: -4.74 -1.44 2.27
C: -5.01 -0.32 3.04
C: -3.99 0.58 3.32
C: -2.71 0.37 2.82
C: 0.54 -0.02 2.50
C: 1.19 1.16 2.18
C: 2.02 1.81 3.09
C: 2.21 1.27 4.36
C: 1.55 0.09 4.70
C: 0.72 -0.54 3.79
C: -0.05 -2.76 0.97
C: 1.17 -3.18 1.51
C: 1.64 -4.47 1.31
C: 0.90 -5.37 0.56
C: -0.31 -4.97 0.01
C: -0.78 -3.68 0.21
H: -3.28 -2.55 1.19
H: -5.53 -2.16 2.07
H: -6.00 -0.16 3.44
H: -4.19 1.45 3.94
H: -1.93 1.08 3.06
H: 1.01 1.61 1.21
H: 2.50 2.74 2.83
H: 2.85 1.76 5.07
H: 1.68 -0.33 5.69
H: 0.21 -1.45 4.09
H: 1.77 -2.50 2.11
H: 2.58 -4.78 1.75
H: 1.25 -6.38 0.41
H: -0.90 -5.67 -0.58
H: -1.73 -3.40 -0.23

Computed, not measured: a structure of composition C33H38N4O2PRuSSi2, with the ωB97M-V functional and the def2-TZVPD basis.

LUMO in eV: -4.5
Net charge: +1
Molar mass in g mol⁻¹: 743.0

CARTESIAN COORDINATES (ANGSTROEM)
Ru: 0.87 0.68 0.47
C: 4.42 0.20 -0.77
Si: 3.36 0.94 0.61
C: 3.93 0.28 2.29
C: 3.80 2.77 0.56
C: 5.06 3.27 0.87
C: 5.33 4.63 0.81
C: 4.33 5.52 0.42
C: 3.08 5.04 0.08
C: 2.81 3.66 0.15
Si: 1.16 3.04 -0.41
C: -0.22 3.61 0.72
C: 0.85 3.31 -2.21
H: 5.48 0.30 -0.50
H: 4.27 0.75 -1.69
H: 4.25 -0.85 -0.99
H: 5.02 0.33 2.40
H: 3.64 -0.76 2.47
H: 3.50 0.90 3.08
H: 5.85 2.59 1.18
H: 6.31 5.00 1.07
H: 4.54 6.58 0.37
H: 2.32 5.74 -0.24
H: -0.16 4.70 0.57
H: -0.03 3.43 1.78
H: -1.21 3.28 0.44
H: 0.71 4.39 -2.34
H: -0.03 2.79 -2.59
H: 1.73 3.03 -2.79
N: -6.09 -3.49 -1.61
C: -5.28 -2.39 -1.42
C: -4.24 -2.12 -2.32
C: -3.40 -1.04 -2.11
C: -3.58 -0.23 -1.00
C: -4.61 -0.49 -0.10
C: -5.45 -1.56 -0.31
S: -2.51 1.11 -0.72
O: -1.80 1.37 -1.94
O: -3.24 2.17 -0.07
N: -1.35 0.56 0.30
C: -1.44 0.60 1.64
N: -2.52 0.64 2.43
C: -2.28 0.68 3.72
C: -1.00 0.69 4.30
C: 0.07 0.64 3.45
N: -0.17 0.58 2.13
H: -6.11 -3.91 -2.52
H: -6.97 -3.51 -1.12
H: -4.11 -2.75 -3.20
H: -2.60 -0.82 -2.81
H: -4.75 0.16 0.76
H: -6.26 -1.76 0.39
H: -3.15 0.70 4.36
H: -0.87 0.73 5.37
H: 1.11 0.63 3.76
C: 2.40 -2.55 0.24
P: 0.93 -1.54 -0.11
C: 0.56 -1.72 -1.86
C: 0.25 -2.96 -2.42
C: -0.03 -3.05 -3.77
C: -0.01 -1.91 -4.57
C: 0.30 -0.68 -4.02
C: 0.59 -0.58 -2.67
C: -0.35 -2.37 0.86
C: -1.58 -2.71 0.31
C: -2.54 -3.32 1.10
C: -2.29 -3.58 2.44
C: -1.06 -3.23 2.99
C: -0.09 -2.63 2.21
H: 2.15 -3.59 0.00
H: 2.67 -2.49 1.29
H: 3.23 -2.23 -0.37
H: 0.22 -3.85 -1.80
H: -0.28 -4.01 -4.21
H: -0.24 -1.99 -5.63
H: 0.31 0.21 -4.64
H: 0.81 0.40 -2.25
H: -1.80 -2.50 -0.73
H: -3.50 -3.59 0.67
H: -3.04 -4.06 3.05
H: -0.85 -3.44 4.04
H: 0.86 -2.37 2.65

Computed, not measured: a structure of composition C33H38N8OPS2Ti, with the ωB97M-V functional and the def2-TZVPD basis.

LUMO in eV: -8.4
Net charge: +3
Molar mass in g mol⁻¹: 705.7

CARTESIAN COORDINATES (ANGSTROEM)
Ti: -1.36 -0.09 -0.10
N: 2.63 1.81 -1.58
C: 2.13 0.83 -0.80
S: 3.37 0.09 0.29
N: 0.92 0.44 -0.90
N: 0.47 -0.64 -0.13
C: -0.24 -1.63 -0.85
C: -0.84 -1.26 -2.16
C: -0.88 -2.04 -3.30
C: -1.55 -1.55 -4.41
C: -2.17 -0.31 -4.36
C: -2.12 0.42 -3.19
N: -1.47 -0.05 -2.12
H: 3.62 2.01 -1.58
H: 2.09 2.11 -2.38
H: 0.00 -2.66 -0.63
H: -0.39 -3.00 -3.31
H: -1.58 -2.14 -5.32
H: -2.70 0.09 -5.22
H: -2.60 1.38 -3.10
C: -6.15 -2.24 5.47
C: -5.99 -1.73 4.04
C: -5.32 -2.78 3.16
N: -4.95 -2.18 1.87
C: -3.80 -2.17 1.25
S: -3.60 -1.10 -0.11
N: -2.79 -3.00 1.63
C: -2.96 -4.42 1.85
O: -4.05 -4.89 1.87
C: -1.69 -5.18 2.02
C: -1.81 -6.51 2.42
C: -0.68 -7.29 2.57
C: 0.58 -6.76 2.32
C: 0.71 -5.43 1.92
C: -0.43 -4.64 1.78
H: -6.56 -1.46 6.11
H: -5.20 -2.56 5.89
H: -6.84 -3.09 5.51
H: -5.39 -0.81 4.02
H: -6.97 -1.48 3.63
H: -5.98 -3.62 2.97
H: -4.42 -3.18 3.63
H: -5.67 -1.63 1.42
H: -1.92 -2.78 1.16
H: -2.79 -6.92 2.60
H: -0.77 -8.33 2.87
H: 1.46 -7.37 2.42
H: 1.68 -5.02 1.72
H: -0.29 -3.61 1.46
C: 4.61 2.07 2.35
P: 3.11 1.16 2.06
C: 1.76 2.32 1.89
C: 2.82 0.00 3.37
C: 3.64 0.00 4.50
C: 3.41 -0.93 5.50
C: 2.37 -1.85 5.37
C: 1.56 -1.85 4.24
C: 1.78 -0.93 3.23
H: 5.46 1.40 2.43
H: 4.51 2.65 3.27
H: 4.76 2.75 1.51
H: 1.50 2.65 2.90
H: 0.90 1.85 1.43
H: 2.09 3.17 1.30
H: 4.45 0.71 4.61
H: 4.04 -0.94 6.38
H: 2.21 -2.58 6.15
H: 0.77 -2.58 4.14
H: 1.18 -0.95 2.32
N: -2.76 1.13 3.67
C: -1.90 0.31 3.07
N: -1.70 0.63 1.81
C: -2.50 1.77 1.57
C: -2.63 2.54 0.42
C: -3.50 3.61 0.48
C: -4.20 3.92 1.67
C: -4.04 3.17 2.82
C: -3.17 2.09 2.74
H: -3.03 1.08 4.64
H: -1.44 -0.53 3.58
H: -2.07 2.35 -0.49
H: -3.64 4.24 -0.39
H: -4.86 4.77 1.67
H: -4.57 3.43 3.73